[1]
# C24H42F4IrN2Si

A molecular structure, C24H42F4IrN2Si (wB97M-V/def2-TZVPD, the Open Molecules 2025 dataset).

## Properties
ΔE to the lowest compared entry with this formula, charge and spin	0.132	eV
Kohn-Sham gap (alpha / beta)	7.99 / 6.46	eV
total charge	+1
calculated total energy	-1842.1167	Eh
expectation value of S²	6.02
LUMO energy (alpha / beta)	-2.5968 / -4.7509	eV
multiplicity	5

Structure (XYZ):
```
74
Properties=species:S:1:pos:R:3:forces:R:3:mulliken_spin:R:1
Ir -0.62507 -0.58206 0.16342 -0.525 -0.039 0.160 2.289
Si -0.07237 -2.78448 -0.38851 0.114 -0.001 0.003 0.113
F 3.54666 3.01897 -3.25520 0.014 0.011 0.016 -0.002
F 4.63976 0.70219 0.69046 0.032 -0.008 0.017 -0.001
F 0.97465 2.58264 -2.83386 -0.016 -0.027 0.067 0.003
F 2.05497 0.33473 1.19641 0.042 0.052 -0.098 0.010
N 0.08241 1.15985 -0.49670 0.021 -0.280 -0.321 0.379
N -2.62961 0.41038 -0.33577 0.181 0.096 -0.090 0.051
C -4.03136 1.00228 -2.38113 0.005 0.005 0.004 0.001
C -1.47513 -4.00401 -0.85548 0.024 0.016 0.085 0.006
C 1.21870 -2.26231 2.57012 0.214 0.019 0.028 0.171
C -1.18879 -5.49548 -0.66745 -0.009 0.059 -0.072 0.013
C -2.20812 1.81288 -0.09901 -0.015 0.109 -0.050 0.054
C -2.75812 -3.63319 -0.10426 0.023 -0.068 0.047 0.126
C 1.40902 1.43156 -0.79902 0.150 0.117 0.137 -0.053
C 2.78377 -2.53616 -0.55045 0.022 0.008 0.049 0.026
C -3.80027 0.10235 0.51898 0.006 -0.001 0.027 0.001
C -2.93099 0.14811 -1.76905 -0.044 0.005 -0.029 0.009
C 3.20060 2.35720 -2.15105 -0.051 -0.015 -0.013 -0.024
C 1.85973 -4.47892 -1.79537 0.031 0.061 0.004 0.013
C 1.39164 -2.13028 -2.55425 0.038 -0.029 0.005 -0.013
C -0.93518 2.14873 -0.84893 0.017 0.140 0.164 -0.056
C 4.17409 1.88260 -1.29693 -0.110 -0.067 0.068 0.052
C 2.41017 0.97629 0.06467 0.062 0.069 0.117 0.062
C -3.43552 -0.12964 1.97260 0.009 -0.073 0.026 -0.034
C 3.75149 1.18326 -0.18118 -0.036 0.074 -0.090 -0.025
C -1.73142 -3.72727 -2.35213 -0.009 0.036 0.014 -0.003
C 1.56714 -3.05277 -1.32112 -0.022 0.032 -0.069 0.035
C 1.39749 -4.75602 2.09049 -0.016 -0.109 -0.114 0.011
C 1.85143 2.14237 -1.91717 0.054 -0.071 -0.119 0.054
C -0.79981 -3.73111 2.82738 -0.026 -0.009 -0.034 0.076
C 0.54730 -3.53733 2.21245 -0.067 -0.114 -0.032 0.601
H -0.91988 -4.06158 -2.99385 0.071 -0.053 -0.018 -0.003
H -2.00177 0.26160 -2.32819 0.003 0.023 0.005 -0.019
H -1.40152 -4.48219 2.32231 0.026 -0.104 -0.024 0.004
H 5.22185 2.04780 -1.49557 0.033 0.007 0.001 0.004
H -0.61029 3.15053 -0.54758 -0.002 -0.047 -0.020 -0.005
H -0.65836 -4.10013 3.85251 0.035 0.052 0.037 0.015
H 1.23146 -1.08922 -2.26642 0.011 0.022 0.017 0.002
H -4.99381 0.84349 -1.89609 -0.010 0.004 0.013 0.000
H -2.04405 -6.06665 -1.03838 -0.022 -0.016 -0.010 0.002
H -3.20274 -0.90596 -1.83431 0.000 -0.002 0.016 0.012
H 0.83085 -5.62716 1.76534 -0.016 -0.032 -0.030 0.003
H 0.63426 -1.40083 2.24671 -0.107 0.176 0.049 -0.047
H -4.29353 -0.54473 2.49889 -0.027 0.021 0.045 0.003
H -3.80028 2.06650 -2.35103 0.012 0.006 -0.015 -0.001
H 1.29885 -2.18449 3.66364 -0.010 -0.052 0.005 0.028
H 2.63831 -1.52592 -0.16993 -0.023 -0.027 -0.002 0.017
H 2.21777 -2.16948 2.15463 0.051 -0.002 -0.007 0.002
H 3.05243 -3.18142 0.28507 0.005 0.024 -0.016 -0.003
H -3.56550 -4.30417 -0.40913 -0.021 -0.010 -0.023 0.000
H -0.31079 -5.83101 -1.21270 0.004 -0.008 0.010 -0.002
H 1.08163 -4.88803 -2.43653 -0.032 0.038 -0.041 0.000
H 2.78398 -4.46921 -2.37914 0.028 -0.003 -0.008 0.001
H 1.80502 -4.99433 3.08279 -0.002 0.002 0.034 0.023
H 2.30951 -2.17272 -3.14587 0.037 -0.018 -0.023 0.001
H -3.14763 0.78652 2.48461 0.027 0.024 0.018 0.003
H -4.14372 0.72856 -3.42939 -0.010 -0.017 -0.012 0.000
H 0.57256 -2.43408 -3.20469 -0.050 -0.013 -0.026 0.000
H -1.10931 2.18491 -1.92555 -0.017 -0.022 0.003 0.016
H -1.05796 -5.75992 0.37668 0.024 -0.029 0.218 0.001
H -3.06455 -2.61792 -0.34500 -0.060 0.168 0.003 -0.024
H -2.03317 1.91999 0.97263 0.014 0.024 -0.014 -0.011
H 2.01050 -5.16437 -0.96195 -0.017 -0.042 0.050 -0.003
H 2.25393 -4.61978 1.43215 -0.018 0.008 0.019 0.011
H -1.91082 -2.66799 -2.55250 0.021 0.036 -0.015 -0.005
H -1.36339 -2.79939 2.89724 -0.006 0.002 -0.055 -0.006
H -2.65752 -3.70354 0.97767 -0.038 0.001 -0.065 -0.009
H -2.61304 -0.84876 2.06047 -0.066 0.004 -0.024 0.029
H -2.63183 -4.26959 -2.65350 -0.020 -0.020 0.005 0.002
H -4.51306 0.92922 0.44029 -0.047 -0.037 0.008 0.002
H -3.00484 2.51141 -0.37257 0.002 -0.049 -0.006 0.005
H 3.64045 -2.51571 -1.22894 0.037 0.023 -0.011 0.000
H -4.29278 -0.77793 0.10632 0.071 -0.058 0.002 0.007
```
Forces are in eV/Å.

=====

[2]
# C5H6NO

2 unconnected molecules or ions with the total composition C5H6NO at a distorted geometry (wB97M-V/def2-TZVPD, the Open Molecules 2025 dataset).

## Properties
ΔE to the lowest compared entry with this formula, charge and spin	4.302	eV
Kohn-Sham gap (alpha / beta)	5.53 / 9.06	eV
total charge	+1
calculated total energy	-323.5250	Eh
expectation value of S²	2.01
LUMO energy (alpha / beta)	-6.2571 / -6.3570	eV
multiplicity	3

Structure (XYZ):
```
13
Properties=species:S:1:pos:R:3:forces:R:3:nbo_charge:R:1
O -0.78587 -0.48305 -0.44729 1.501 -0.119 -0.192 -0.304
N -1.93710 -0.84375 -0.36672 0.894 -0.309 -0.255 0.139
C 1.19856 1.26347 -0.40652 0.453 -0.475 0.134 0.235
C 2.30721 -1.02444 0.39140 0.967 1.408 -0.326 0.017
C -2.95001 0.03414 0.05172 -2.612 0.278 0.375 -0.505
C 1.98835 0.37889 -0.06854 0.420 -0.542 0.245 -0.173
C 3.32001 -0.24593 0.26403 -1.602 -0.555 0.005 -0.006
H 4.32852 0.09715 0.26715 0.427 0.108 0.019 0.311
H -2.61257 1.03434 0.35401 0.187 -0.472 -0.128 0.224
H 1.72663 -1.89185 0.60239 -0.269 -0.376 0.050 0.314
H -3.67653 0.09906 -0.76832 0.058 0.315 0.151 0.239
H 0.57939 2.05289 -0.73490 -0.430 0.367 -0.190 0.270
H -3.48660 -0.47094 0.86160 0.005 0.374 0.111 0.239
```
Forces are in eV/Å.

=====

[3]
# C23H19Cl2N4O5S3SeY

A molecular structure, C23H19Cl2N4O5S3SeY (wB97M-V/def2-TZVPD, the Open Molecules 2025 dataset).

## Properties
ΔE to the lowest compared entry with this formula, charge and spin	0.000	eV
Kohn-Sham gap	6.64	eV
total charge	-2
calculated total energy	-6038.1468	Eh
LUMO energy	4.2312	eV

Structure (XYZ):
```
58
Properties=species:S:1:pos:R:3:forces:R:3:nbo_charge:R:1
Y 0.20361 0.21211 0.08489 0.089 -0.475 -0.124 1.760
Se -1.54892 3.16618 -4.02829 0.168 -0.168 0.208 -0.398
Cl -0.14699 1.69961 2.65124 -0.143 -0.074 0.093 0.093
Cl -4.21453 -1.79591 3.72087 -0.045 -0.037 0.006 -0.026
S 0.61534 -4.01965 -3.12649 -0.071 0.032 0.081 0.212
S -1.68976 -1.10147 1.92183 0.152 0.084 0.006 -0.271
S 0.27189 -3.05263 -0.24166 0.089 0.043 0.165 -0.256
O 1.58820 1.95810 0.36332 -0.163 -0.054 0.028 -0.865
O 3.61067 -0.38925 2.56431 0.035 -0.029 -0.027 -0.673
O 1.74980 -0.68972 1.35857 -0.032 0.008 0.228 -0.859
O 3.43662 3.15368 0.75225 -0.004 -0.008 -0.027 -0.678
O 2.10316 -0.35207 -1.42726 -0.106 0.048 0.037 -0.570
N -2.20681 1.16747 -0.21161 -0.009 0.007 0.009 -0.465
N -1.24265 -1.04472 -1.59857 -0.216 0.310 -0.124 -0.267
N -0.07037 1.55375 -2.00940 -0.015 0.068 -0.012 -0.639
N -0.81066 -2.01335 -2.46567 -0.049 -0.152 -0.075 -0.432
C -0.61966 2.19617 -2.80622 -0.172 0.133 -0.205 0.169
C 2.85212 2.17909 0.29615 0.152 -0.053 -0.044 0.821
C -4.02805 2.63925 0.25664 0.000 0.023 0.013 -0.258
C -1.95754 1.97996 4.58750 0.012 0.035 0.017 -0.267
C -2.42218 -0.61679 -1.81701 0.029 -0.192 -0.115 0.057
C -2.71980 2.21285 0.42689 -0.012 -0.006 -0.014 0.080
C 3.77594 -0.29228 0.17820 -0.128 -0.052 0.084 -0.333
C -2.98586 0.50267 -1.07903 -0.111 0.270 0.133 0.188
C -3.05764 1.63201 5.35574 -0.018 0.023 0.017 -0.266
C -2.18471 -0.05024 3.19515 -0.026 0.129 -0.004 -0.238
C -3.30022 -0.34101 4.01703 0.003 -0.034 -0.038 -0.050
C 4.09612 -1.29798 -2.11918 -0.015 -0.013 0.025 -0.420
C 1.51970 -5.20847 -2.12279 0.010 0.005 0.094 -0.758
C 3.65213 1.12038 -0.48888 -0.067 0.089 0.009 -0.333
C -1.54706 1.16227 3.55174 0.010 -0.104 -0.137 0.026
C 3.16488 -1.18840 -0.90718 0.090 0.029 -0.022 0.074
C -3.73122 0.45654 5.05948 0.061 0.035 -0.019 -0.240
C 3.92135 0.09474 -2.77520 -0.055 -0.012 -0.008 -0.427
C -4.30844 0.86962 -1.30931 0.049 0.028 0.051 -0.218
C 3.00190 -0.45774 1.50469 0.246 0.076 -0.091 0.813
C -0.06031 -2.90760 -1.88837 0.172 -0.024 -0.124 -0.075
C -4.83793 1.94861 -0.62703 0.008 0.001 0.011 -0.164
C 2.94248 0.76453 -1.80755 0.070 -0.001 -0.009 0.088
H -2.05212 2.73149 1.10362 -0.015 0.007 -0.011 0.214
H 4.64319 1.53195 -0.67391 -0.017 0.066 -0.001 0.216
H -4.89869 0.31348 -2.02484 0.015 -0.015 -0.008 0.212
H -4.59589 0.14553 5.63031 -0.003 0.013 0.011 0.210
H -5.86337 2.25464 -0.79242 -0.003 -0.004 -0.001 0.203
H -1.40179 2.88769 4.78411 -0.012 -0.001 0.012 0.216
H 0.93851 -5.44926 -1.23408 0.023 -0.018 -0.034 0.247
H -3.38541 2.26635 6.16910 0.007 0.000 0.001 0.199
H -4.38864 3.49862 0.80497 0.004 -0.007 0.003 0.212
H 3.76192 -2.09595 -2.78288 -0.014 0.008 -0.008 0.214
H 2.31629 1.54637 -2.22273 0.017 0.013 -0.013 0.247
H 2.48863 -4.82302 -1.80709 -0.038 0.024 -0.006 0.212
H 1.66187 -6.10195 -2.73068 -0.006 0.003 -0.063 0.203
H 3.47079 0.01131 -3.76419 0.006 -0.003 -0.002 0.213
H 5.12400 -1.50497 -1.81763 -0.003 0.002 0.015 0.197
H 2.72706 -2.11483 -0.54962 0.033 -0.015 0.002 0.254
H 4.82302 -0.52417 0.36818 -0.007 -0.051 0.031 0.217
H -3.03707 -1.07791 -2.58679 0.030 -0.017 -0.038 0.181
H 4.85307 0.65433 -2.86323 -0.002 0.009 0.014 0.199
```
Forces are in eV/Å.

=====

Question: Look up the calculated total energy of the second one.
Answer: -323.5250 Eh